[1]
DFT (ωB97M-V/def2-TZVPD) results for a molecular structure, C45H95ClN5O7V in a non-equilibrium geometry.

```
! wB97M-V def2-TZVPD RIJCOSX def2/J DEFGRID3
* xyz 0 1
O 0.9843 0.0254 -1.0284
V 2.2102 0.6495 -0.2312
O 1.7063 1.1443 1.1868
Cl 3.0444 2.6429 -1.5946
C 3.7905 -3.5322 0.9748
C 3.1358 -2.2145 1.4077
C 3.2843 -1.9597 2.9164
C 4.6561 -1.4447 3.3715
C 4.9755 -0.1999 2.5419
C 5.0478 -0.5015 1.0353
N 3.7290 -1.0800 0.6537
O 3.6380 -1.2634 -0.7603
C 5.2133 0.8870 0.3729
C 6.2519 -1.4049 0.5853
C 1.6430 -2.3703 1.0945
H 3.8208 -3.6879 -0.1088
H 3.3957 -4.4643 1.3733
H 4.8591 -3.5073 1.2160
H 2.4524 -1.3466 3.2687
H 3.1706 -2.9109 3.4472
H 5.4460 -2.1328 3.0599
H 4.6299 -1.3126 4.4495
H 5.9898 0.1565 2.7542
H 4.2814 0.5984 2.8058
H 5.0542 0.8245 -0.7059
H 4.5774 1.6728 0.7785
H 6.2584 1.1669 0.5000
H 6.5758 -2.0433 1.4059
H 5.9807 -2.0235 -0.2646
H 7.0864 -0.7383 0.3883
H 1.0930 -1.4343 1.1475
H 1.2364 -3.0945 1.7977
H 1.5334 -2.7830 0.0902
H 4.4364 -1.8013 -0.8924
C 0.3474 3.6438 3.1239
C -0.3395 4.7348 2.3038
C 0.7086 5.8337 2.0736
C 0.3829 6.7596 0.8898
C 0.2096 5.9886 -0.4156
C -0.9436 4.9682 -0.2188
N -0.7231 4.1682 1.0068
O -1.7328 3.2038 1.1734
C -2.3233 5.6015 -0.3836
C -0.6867 3.9281 -1.3418
C -1.5438 5.3980 3.0412
H 1.2895 3.3608 2.6506
H -0.2796 2.7494 3.1386
H 0.6159 3.9125 4.1469
H 0.9956 6.4453 2.9316
H 1.6623 5.3189 1.8971
H 1.1387 7.5398 0.7842
H -0.5646 7.2566 1.1188
H 1.0856 5.3774 -0.6317
H 0.0128 6.6478 -1.2587
H -3.0712 4.8153 -0.5081
H -2.6724 6.2501 0.4186
H -2.2634 6.1782 -1.3084
H 0.3306 3.5505 -1.3175
H -1.4723 3.1706 -1.2857
H -0.8342 4.3784 -2.3301
H -1.5000 6.4909 3.0420
H -1.5067 5.1423 4.1019
H -2.4883 5.1616 2.5538
H -1.3302 2.3559 0.9344
C -2.1957 -1.3651 -1.2093
C -3.1012 -0.3073 -1.8421
C -3.9741 -1.0214 -2.8879
C -5.1630 -1.8263 -2.3324
C -5.9583 -0.9949 -1.2871
C -5.1085 -0.2813 -0.2454
N -3.9893 0.3738 -0.9236
O -3.2457 1.1356 0.0090
C -6.0352 0.7776 0.4053
C -4.6585 -1.2334 0.8814
C -2.2498 0.6733 -2.6810
H -1.7244 -0.9908 -0.2933
H -1.3980 -1.6760 -1.8842
H -2.7354 -2.2424 -0.8465
H -4.3961 -0.3044 -3.5951
H -3.4643 -1.8330 -3.4164
H -4.8752 -2.7424 -1.8070
H -5.8956 -2.1193 -3.0846
H -6.5263 -1.7967 -0.8042
H -6.6143 -0.3374 -1.8585
H -6.8989 0.2158 0.7636
H -5.5292 1.2741 1.2314
H -6.4131 1.5047 -0.3147
H -4.5639 -2.2338 0.4328
H -3.6406 -1.0349 1.2082
H -5.3722 -1.4098 1.6842
H -2.8228 1.4746 -3.1472
H -1.8568 0.1400 -3.5495
H -1.4103 0.9737 -2.0603
H -3.3866 2.0651 -0.2106
C -0.1444 -1.7238 -5.1445
C 1.3784 -2.0193 -5.0047
C 1.4942 -3.5620 -4.8119
C 1.2074 -4.2727 -6.1374
C 2.2473 -3.8646 -7.1835
C 2.2032 -2.3575 -7.4533
N 2.0924 -1.6086 -6.1871
O 2.5558 -0.2763 -6.2641
C 3.5607 -2.0120 -8.1124
C 1.0856 -1.9537 -8.4106
C 1.9724 -1.4301 -3.7179
H -0.6100 -2.0383 -6.0746
H -0.1544 -0.6284 -5.2467
H -0.7324 -1.9339 -4.2510
H 2.4798 -3.8582 -4.4455
H 0.7393 -3.9214 -4.1116
H 0.2114 -4.0570 -6.5191
H 1.3929 -5.3524 -6.1482
H 2.1229 -4.4204 -8.1165
H 3.2620 -4.1226 -6.8653
H 3.5368 -0.9975 -8.5299
H 4.2970 -2.0301 -7.3094
H 3.8074 -2.5471 -9.0298
H 1.3835 -2.2205 -9.4318
H 0.1482 -2.4858 -8.2382
H 0.9154 -0.8783 -8.4469
H 1.4004 -1.7492 -2.8483
H 1.9837 -0.3396 -3.6914
H 2.9928 -1.8186 -3.6820
H 3.4518 -0.3563 -5.9156
C -1.3502 -3.3946 5.9188
C -0.9885 -2.0022 5.3539
C -0.8231 -2.1231 3.8393
C -0.6721 -0.7789 3.1468
C -1.9438 0.0435 3.4746
C -2.1762 0.2631 4.9859
N -2.0848 -1.0830 5.6266
O -2.4084 -1.0663 7.0080
C -1.3074 1.3282 5.6110
C -3.6175 0.6800 5.1624
C 0.3060 -1.5394 6.0466
H -2.0182 -3.3876 6.7774
H -0.4753 -3.9807 6.2056
H -1.8732 -3.9769 5.1546
H 0.0995 -2.7090 3.7504
H -1.6202 -2.7254 3.4052
H -0.6719 -0.9642 2.0703
H 0.2671 -0.2496 3.3115
H -2.8622 -0.4350 3.1422
H -1.8765 1.0437 3.0400
H -1.3147 1.3299 6.7029
H -0.2537 1.1979 5.3442
H -1.5485 2.3494 5.3076
H -4.3400 -0.0558 4.7983
H -3.8989 0.8599 6.2040
H -3.8306 1.6233 4.6521
H 0.1517 -1.4559 7.1203
H 0.5892 -0.5463 5.6935
H 1.1296 -2.2017 5.7693
H -3.3581 -0.9116 7.0021
*
```

For the strongest force on any atom, the calculation gives 2.66 eV/Å. The value obtained for the HOMO energy is -7.80 eV. The orbital gap is 6.948 eV. For the molar mass, the calculation gives 904.68 g/mol.

[2]
DFT (ωB97M-V/def2-TZVPD) results for 5 unconnected molecules or ions with the total composition C45H95N5O5 in a non-equilibrium geometry.

```
! wB97M-V def2-TZVPD RIJCOSX def2/J DEFGRID3
* xyz -1 2
C -0.4625 -6.2801 1.4613
C -0.0036 -6.9774 2.7088
C 0.4891 -6.0322 3.6938
C -0.6133 -5.3825 4.6127
C -1.4889 -6.4644 5.2671
C -2.1085 -7.3632 4.1154
N -1.0006 -7.9350 3.2509
O -1.3879 -8.8584 2.2749
C -2.9970 -8.5666 4.7377
C -3.1082 -6.5203 3.3195
C 1.2309 -7.7692 2.2664
H -0.8886 -5.3093 1.7143
H -1.1986 -6.8699 0.9150
H 0.3870 -6.0578 0.8155
H 1.4030 -6.3431 4.1999
H 0.8658 -5.1259 3.2196
H -1.2036 -4.8199 3.8895
H -0.1150 -4.7557 5.3523
H -2.2747 -6.0270 5.8829
H -0.9233 -6.9439 6.0660
H -3.1671 -9.3903 4.0444
H -2.4885 -8.9658 5.6152
H -3.9927 -8.2387 5.0362
H -2.8092 -5.7615 2.5963
H -3.6815 -7.2658 2.7683
H -3.8994 -6.1000 3.9404
H 0.9143 -8.3810 1.4217
H 1.6247 -8.4599 3.0120
H 2.1089 -7.2104 1.9425
H -1.1256 -9.7144 2.6213
C 1.5066 -0.5313 -7.5715
C 2.7899 -1.2049 -7.1716
C 4.0140 -0.2788 -7.4615
C 4.3616 0.8254 -6.5040
C 4.3126 0.2323 -5.0720
C 3.0740 -0.6943 -4.6651
N 2.7757 -1.5908 -5.7976
O 1.7789 -2.4948 -5.4562
C 3.5471 -1.6204 -3.4209
C 1.9018 0.2482 -4.2505
C 3.0716 -2.4631 -8.0262
H 1.5761 -0.0270 -8.5353
H 1.2008 0.2610 -6.8881
H 0.6670 -1.2232 -7.5057
H 4.8387 -0.9879 -7.5333
H 3.8746 0.3002 -8.3744
H 3.5643 1.5686 -6.5053
H 5.3588 1.2436 -6.6406
H 4.3379 1.0550 -4.3574
H 5.1932 -0.3871 -4.9017
H 4.4781 -2.0849 -3.7459
H 3.8196 -0.9780 -2.5836
H 2.8239 -2.3579 -3.0727
H 1.8954 1.1341 -4.8855
H 0.9829 -0.3046 -4.0554
H 2.0409 0.6102 -3.2319
H 3.2189 -2.3712 -9.1023
H 2.2524 -3.1793 -7.9634
H 4.0454 -2.9455 -7.9413
H 2.3084 -3.2169 -5.1101
C -5.3721 8.4229 2.0997
C -4.1466 7.3803 2.3864
C -4.5889 6.6589 3.6867
C -3.8921 5.3235 3.9022
C -4.2420 4.4114 2.6507
C -3.6414 4.9954 1.3701
N -4.0424 6.4038 1.2556
O -3.6229 7.0185 0.0885
C -2.1351 4.7168 1.4319
C -4.2890 4.2145 0.1898
C -2.9589 8.2714 2.6349
H -5.5097 9.0172 3.0030
H -6.2979 7.8783 1.9142
H -5.2049 9.0328 1.2119
H -4.3076 7.2127 4.5824
H -5.6589 6.4672 3.7665
H -4.2604 4.8102 4.7904
H -2.8507 5.6408 3.9561
H -5.3093 4.2353 2.5166
H -3.8960 3.4312 2.9789
H -1.7624 4.5076 0.4291
H -1.6203 5.6274 1.7383
H -1.9112 3.9472 2.1705
H -4.1922 3.1290 0.2094
H -5.3745 4.3089 0.1579
H -3.9510 4.6273 -0.7607
H -3.3487 8.8272 3.4877
H -2.9154 9.0552 1.8786
H -2.0316 7.7071 2.7337
H -4.4578 7.3025 -0.2908
C -3.4694 -3.2186 0.3612
C -3.0789 -1.7609 0.0226
C -2.8331 -1.0948 1.4218
C -2.1194 0.2415 1.2718
C -0.7810 0.1002 0.6016
C -0.9034 -0.5496 -0.8126
N -1.7874 -1.7615 -0.6821
O -1.9993 -2.3173 -1.8995
C -1.3143 0.4409 -1.9378
C 0.4838 -1.2355 -1.1437
C -4.2718 -0.9567 -0.6575
H -3.7875 -3.7456 -0.5383
H -4.1633 -3.3915 1.1837
H -2.7135 -3.8813 0.7825
H -3.8483 -1.0253 1.8124
H -2.3387 -1.7369 2.1508
H -1.8153 0.4890 2.2888
H -2.7941 1.0402 0.9636
H -0.0660 -0.4384 1.2234
H -0.4547 1.1165 0.3809
H -0.6198 1.2479 -2.1714
H -1.4402 -0.1224 -2.8625
H -2.3489 0.7839 -1.9293
H 1.2490 -0.4704 -1.2746
H 0.8610 -1.9245 -0.3880
H 0.4803 -1.8514 -2.0430
H -4.1771 0.1280 -0.6071
H -5.1974 -1.3602 -0.2470
H -4.3316 -1.1541 -1.7278
H -1.2045 -2.7771 -2.1798
C 6.1495 3.0159 0.6404
C 4.8717 2.8464 -0.2126
C 4.6170 1.3013 -0.4971
C 4.0244 0.5566 0.7006
C 2.8492 1.3391 1.3545
C 2.9861 2.9054 1.5915
N 3.6448 3.4779 0.4049
O 3.7893 4.8462 0.4938
C 1.5789 3.4041 1.8383
C 3.6887 3.0891 3.0046
C 5.0050 3.4125 -1.6588
H 6.3963 2.0993 1.1763
H 6.2435 3.9774 1.1452
H 7.0225 3.0668 -0.0102
H 3.8588 1.3570 -1.2782
H 5.3343 0.6566 -1.0050
H 4.7546 0.4915 1.5072
H 3.6945 -0.4229 0.3547
H 2.5128 0.9316 2.3079
H 2.0038 1.1618 0.6898
H 1.5530 4.4924 1.7833
H 0.8992 3.1409 1.0279
H 1.1792 3.1309 2.8148
H 3.1560 2.7041 3.8742
H 4.6800 2.6519 2.8855
H 3.8500 4.1106 3.3490
H 4.0867 3.7108 -2.1646
H 5.5725 2.8811 -2.4227
H 5.6111 4.3040 -1.4978
H 3.2666 5.3156 -0.1604
*
```

For the strongest force on any atom, the calculation gives 3.95 eV/Å. Its expectation value of S² is 0.7504. The value obtained for the HOMO energy (spin up / spin down) is 0.73 / -5.75 eV. The orbital gap (spin up / spin down) is 1.336 / 7.784 eV. For the molar mass, the calculation gives 786.28 g/mol.

[3]
DFT (ωB97M-V/def2-TZVPD) results for 9 unconnected molecules or ions with the total composition C46H114N4O19 in a non-equilibrium geometry.

```
! wB97M-V def2-TZVPD RIJCOSX def2/J DEFGRID3
* xyz 0 1
C 2.7397 -5.0539 9.3809
O 4.1540 -4.9516 9.3721
C 4.5706 -3.6492 9.0422
C 4.3535 -3.2926 7.5751
O 3.0313 -2.8789 7.3319
C 2.7783 -2.5928 5.9844
C 1.3370 -2.0565 5.8477
O 1.0360 -1.4604 4.6208
C 1.6199 -1.9831 3.4471
H 2.3201 -5.2556 8.3952
H 2.2892 -4.1881 9.8654
H 2.5076 -5.9354 9.9828
H 5.6383 -3.5703 9.2401
H 4.0689 -2.8975 9.6622
H 4.5136 -4.2067 6.9813
H 5.1195 -2.5579 7.2861
H 3.0805 -3.3866 5.3041
H 3.2809 -1.6307 5.7776
H 1.1480 -1.3378 6.6471
H 0.6162 -2.8408 6.1395
H 2.7113 -1.9750 3.4998
H 1.4448 -1.3245 2.5936
H 1.1352 -2.9318 3.2296
C -6.3744 5.7403 -7.2395
O -6.1967 4.6172 -6.4062
C -7.1905 3.6376 -6.6062
C -6.8415 2.6176 -7.6947
O -5.6831 1.8459 -7.5077
C -4.4715 2.4924 -7.1889
C -3.4023 1.4473 -6.9805
O -3.7823 0.6149 -5.9189
C -3.1033 -0.6269 -5.8950
H -6.5463 5.4032 -8.2676
H -5.4693 6.3427 -7.3417
H -7.1497 6.3818 -6.8169
H -8.1383 4.1388 -6.8253
H -7.3324 3.0572 -5.6933
H -6.9076 3.0481 -8.7033
H -7.6217 1.8519 -7.6274
H -4.5622 3.1546 -6.3274
H -4.1732 3.1349 -8.0322
H -2.4412 1.9504 -6.7904
H -3.2164 0.9001 -7.9136
H -3.6897 -1.2993 -5.2733
H -2.1631 -0.4315 -5.3674
H -2.8943 -1.0666 -6.8701
C -2.9655 4.4058 -1.5726
O -2.8084 3.2810 -2.4528
C -2.3587 3.6714 -3.7338
C -0.9030 4.1364 -3.7692
O -0.8681 5.4960 -3.3456
C 0.3885 6.0757 -3.5493
C 0.3454 7.4761 -2.9067
O -0.4407 8.4025 -3.5922
C -1.8418 8.3002 -3.4174
H -3.8276 4.3078 -0.9094
H -3.0493 5.3737 -2.0627
H -2.0497 4.3389 -0.9717
H -2.9299 4.4993 -4.1681
H -2.4956 2.7859 -4.3578
H -0.4959 4.0774 -4.7862
H -0.2473 3.5093 -3.1565
H 0.6715 6.2465 -4.5977
H 1.2502 5.5659 -3.0976
H 1.3708 7.8410 -2.8129
H -0.0086 7.3405 -1.8740
H -2.2424 9.3139 -3.3862
H -2.0784 7.7827 -2.4854
H -2.2958 7.7720 -4.2583
C 5.4380 -7.5269 -5.0034
O 5.2746 -6.3224 -4.3150
C 4.1004 -6.3606 -3.5161
C 4.0209 -5.1629 -2.6064
O 3.5623 -4.0384 -3.3160
C 3.4681 -2.8897 -2.4954
C 2.1182 -2.8175 -1.7897
O 0.9810 -2.9373 -2.6070
C 0.7672 -1.8739 -3.4830
H 6.0001 -8.2629 -4.4163
H 6.0438 -7.3422 -5.8924
H 4.5191 -8.0085 -5.3520
H 4.0086 -7.2919 -2.9510
H 3.2713 -6.3210 -4.2310
H 5.0206 -5.0195 -2.1663
H 3.3434 -5.3688 -1.7653
H 3.6158 -2.0388 -3.1541
H 4.2409 -2.8730 -1.7219
H 2.0424 -1.8852 -1.1960
H 1.9641 -3.5618 -0.9990
H 1.5126 -1.7483 -4.2844
H 0.6196 -0.9219 -2.9692
H -0.1119 -2.0492 -4.1107
C -2.3500 3.4136 2.1169
O -1.0848 3.5484 2.7139
C -1.1268 4.1030 4.0253
C 0.3123 4.2728 4.4926
O 1.2358 3.2424 4.2740
C 1.0737 1.9899 4.8625
C 0.7951 1.9561 6.3482
O -0.5500 2.3237 6.6022
C -0.8235 2.4742 7.9673
H -2.9215 2.6242 2.6132
H -2.2685 3.1592 1.0609
H -2.9091 4.3574 2.1464
H -1.6416 3.3959 4.6789
H -1.5696 5.0941 3.9187
H 0.3192 4.4653 5.5750
H 0.7572 5.1694 4.0612
H 1.8892 1.3100 4.6316
H 0.1705 1.5707 4.3936
H 1.4499 2.7085 6.8222
H 1.0491 1.0402 6.8879
H -0.2664 1.7340 8.5482
H -1.8894 2.4102 8.1761
H -0.5370 3.4643 8.3478
C -3.5114 -2.8273 1.0990
C -2.0353 -3.0891 0.7491
C -1.4420 -4.3425 1.3570
O -1.7102 -4.4628 2.7318
C -1.3494 -5.7296 3.1866
N -1.8431 -3.0435 -0.6859
H -4.0182 -2.3374 0.2671
H -3.5117 -2.1190 1.9275
H -4.1045 -3.7051 1.3513
H -1.4390 -2.2865 1.2245
H -0.3529 -4.3877 1.1920
H -1.7691 -5.2069 0.7553
H -1.6475 -5.8696 4.2296
H -0.2532 -5.8402 3.2020
H -1.7478 -6.6153 2.6787
H -1.9555 -2.1425 -1.1316
H -0.8513 -3.2217 -0.8716
C 7.0980 -2.1077 -3.8498
C 7.4663 -0.7049 -3.4371
C 6.7493 -0.2991 -2.1524
O 5.3683 -0.3187 -2.4392
C 4.5796 0.5551 -1.6603
N 8.9237 -0.4785 -3.3493
H 7.4122 -2.8123 -3.0720
H 7.5282 -2.3951 -4.8142
H 6.0333 -2.2483 -4.0361
H 7.0953 -0.0948 -4.2780
H 7.0589 0.6912 -1.7979
H 7.0084 -1.0127 -1.3600
H 4.7845 1.5981 -1.9372
H 4.7369 0.3823 -0.5908
H 3.5364 0.3857 -1.9328
H 9.0854 0.5065 -3.1571
H 9.2528 -0.5973 -4.3057
C -2.4864 0.2477 3.3394
C -2.6415 -0.4173 4.7160
C -3.0974 -1.8522 4.6419
O -4.3489 -1.9527 3.9805
C -4.7792 -3.3001 3.9363
N -1.4175 -0.3777 5.4934
H -2.0303 1.2378 3.4152
H -3.4608 0.3508 2.8486
H -1.8758 -0.3011 2.6109
H -3.4025 0.1933 5.2128
H -3.2242 -2.2215 5.6708
H -2.3353 -2.5356 4.2434
H -5.0507 -3.5651 2.9120
H -5.7416 -3.3689 4.4545
H -4.0520 -3.9816 4.3672
H -0.6414 -0.8587 5.0168
H -1.1169 0.5742 5.6596
C 0.3594 0.1111 0.5565
C 0.4748 1.0381 -0.6738
C -0.8821 1.0786 -1.3713
O -1.2784 -0.2190 -1.7416
C -2.4607 -0.2571 -2.4795
N 0.8493 2.3462 -0.1929
H -0.4582 0.4158 1.2217
H 1.2299 0.1830 1.2135
H 0.1599 -0.9370 0.3079
H 1.1748 0.6143 -1.3932
H -0.7847 1.6112 -2.3240
H -1.5636 1.6874 -0.7676
H -2.6856 -1.2390 -2.9035
H -2.4589 0.3944 -3.3643
H -3.3228 0.0149 -1.8569
H 0.1890 2.7314 0.4688
H 1.7865 2.5321 0.1104
*
```

For the strongest force on any atom, the calculation gives 2.55 eV/Å. The value obtained for the HOMO energy is -8.47 eV. The orbital gap is 8.837 eV. For the molar mass, the calculation gives 1027.43 g/mol.